Entry 1:
This record from the Open Molecules 2025 dataset describes one molecule with the formula C3H2N2O2. The level of theory is ωB97M-V with the def2-TZVPD basis set.

The geometry in XYZ format:
```
9
C3H2N2O2 (ωB97M-V with the def2-TZVPD basis set)
N 0.214 1.957 0.357
C 0.196 0.711 0.470
O -0.972 -0.030 0.400
C -1.249 -1.021 -0.430
O -0.294 -1.248 -1.315
C 1.368 -0.044 0.867
N 2.289 -0.650 1.220
H -0.721 2.297 0.113
H -0.831 -1.972 -1.681
```

The calculation puts the molar mass at 98.06 g/mol. The energy relative to the best compared isomer or geometry (same formula, charge and spin) comes out at 70.19 kcal per mole. For the HOMO-LUMO gap, the calculation gives 0.36120 Eh. The value obtained for the energy is -10215.14527 eV.

Entry 2:
This record from the Open Molecules 2025 dataset describes one molecule with the formula C6H10N2O. The level of theory is ωB97M-V with the def2-TZVPD basis set.

The geometry in XYZ format:
```
19
C6H10N2O (ωB97M-V with the def2-TZVPD basis set)
C -1.029 -0.531 1.457
N 0.294 0.107 1.299
C 0.793 0.594 -0.039
C -0.284 1.411 -0.744
C 1.084 -0.651 -0.909
C 1.999 1.762 -0.259
O 1.930 2.858 0.216
C 3.159 1.251 -1.024
N 3.949 0.778 -1.704
H -1.914 -0.094 0.958
H -1.202 -0.608 2.499
H -0.973 -1.556 1.306
H 0.432 1.005 1.902
H -1.218 0.860 -1.016
H 0.105 1.836 -1.681
H -0.828 2.253 -0.140
H 1.597 -0.313 -1.766
H 0.172 -1.184 -1.228
H 1.738 -1.331 -0.380
```

The calculation puts the molar mass at 126.16 g/mol. The energy relative to the best compared isomer or geometry (same formula, charge and spin) comes out at 67.92 kcal per mole. Its SMILES is CNC(C)(C)C(=O)C#N. For the HOMO-LUMO gap, the calculation gives 0.32090 Eh. The value obtained for the energy is -11409.14261 eV.

Entry 3:
This record from the Open Molecules 2025 dataset describes C41H37N7OS3SbSe4V as an isolated structure. The level of theory is ωB97M-V with the def2-TZVPD basis set.

The geometry in XYZ format:
```
95
C41H37N7OS3SbSe4V (ωB97M-V with the def2-TZVPD basis set)
V 2.248 0.629 -0.860
Se 7.200 -3.374 -0.885
Sb 4.905 -2.932 -1.399
Se 3.786 -0.918 -0.482
Se 3.212 0.757 0.983
Se 4.420 -4.396 -3.308
N 2.461 2.644 -1.189
S 1.291 2.565 0.009
N -0.422 0.870 1.931
S -1.556 0.007 1.691
N -1.523 -1.202 0.595
S -0.101 -1.721 0.027
N 0.793 -0.711 -0.522
C 0.480 -2.916 1.271
C -0.519 -3.487 2.066
C -0.180 -4.413 3.040
C 1.145 -4.793 3.208
C 2.121 -4.291 2.358
C 1.785 -3.353 1.390
C -0.482 -2.827 -1.324
C -1.781 -3.180 -1.655
C -1.986 -3.992 -2.766
C -0.902 -4.447 -3.501
C 0.399 -4.115 -3.137
C 0.606 -3.283 -2.049
C -3.038 0.854 1.135
C -3.286 0.951 -0.227
C -4.374 1.689 -0.675
C -5.206 2.322 0.240
C -4.928 2.254 1.600
C -3.832 1.529 2.051
C -2.132 -0.901 3.145
C -3.348 -1.582 3.125
C -3.679 -2.414 4.184
C -2.796 -2.566 5.249
C -1.585 -1.889 5.258
C -1.250 -1.057 4.194
C 0.146 3.923 -0.384
C -0.901 4.192 0.490
C -1.921 5.046 0.092
C -1.901 5.612 -1.176
C -0.850 5.340 -2.045
C 0.178 4.492 -1.646
C 2.108 3.422 1.376
C 1.613 3.277 2.665
C 2.363 3.744 3.740
C 3.597 4.340 3.526
C 4.086 4.480 2.232
C 3.342 4.021 1.157
H -1.548 -3.199 1.910
H -0.955 -4.838 3.666
H 1.413 -5.486 3.996
H 3.149 -4.622 2.429
H 2.555 -2.964 0.742
H -2.604 -2.798 -1.063
H -2.995 -4.271 -3.044
H -1.077 -5.066 -4.373
H 1.267 -4.499 -3.656
H 1.605 -2.960 -1.785
H -2.631 0.431 -0.916
H -4.575 1.764 -1.736
H -6.074 2.872 -0.104
H -5.561 2.761 2.318
H -3.600 1.470 3.108
H -4.012 -1.463 2.277
H -4.621 -2.949 4.176
H -3.063 -3.207 6.081
H -0.892 -2.008 6.082
H -0.303 -0.528 4.170
H -0.920 3.739 1.474
H -2.735 5.256 0.774
H -2.700 6.274 -1.487
H -0.835 5.768 -3.039
H 0.991 4.271 -2.323
H 0.698 2.721 2.827
H 1.981 3.607 4.743
H 4.184 4.684 4.369
H 5.063 4.910 2.050
H 3.736 4.081 0.152
C 2.917 -1.536 -5.837
N 2.136 -0.668 -4.965
C 0.817 -0.400 -5.160
C 0.093 0.326 -4.301
C 0.693 0.745 -3.042
N 2.017 0.411 -2.861
C 2.784 -0.198 -3.813
O 3.984 -0.361 -3.682
N 0.088 1.397 -2.081
H 2.328 -1.787 -6.718
H 3.212 -2.437 -5.299
H 3.837 -1.031 -6.124
H 0.389 -0.796 -6.073
H -0.947 0.551 -4.486
H -0.869 1.632 -2.315
H 1.774 2.201 -1.857
```

The charge is -1. The spin multiplicity is 4. The calculation puts the molar mass at 1228.54 g/mol. The expectation value of S² is 3.807. The energy relative to the best compared isomer or geometry (same formula, charge and spin) comes out at 88.37 kcal per mole. For the HOMO-LUMO gap (alpha / beta), the calculation gives 0.20027 / 0.19390 Eh. The value obtained for the energy is -381705.53546 eV.